#i
{
  "formula": "C23H27N3O5S",
  "method": "ωB97M-V with the def2-TZVPD basis set",
  "gap_ev": 8.08,
  "multiplicity": 1,
  "symbols": ["C", "C", "C", "C", "C", "C", "C", "N", "C", "O", "C", "H", "C", "H", "C", "O", "N", "C", "C", "C", "C", "C", "C", "H", "H", "S", "O", "O", "N", "H", "C", "H", "C", "C", "H", "C", "H", "C", "H", "O", "H", "H", "H", "H", "H", "H", "H", "H", "C", "H", "H", "H", "H", "H", "H", "H", "H", "H", "H"],
  "positions_angstrom": [[7.8083, -1.4208, -1.0354], [8.0132, -0.0844, -0.4805], [9.2270, 0.7021, -0.4996], [9.2386, 1.8390, 0.0574], [8.1003, 2.3001, 0.4976], [6.8104, 1.7230, 0.7200], [6.6650, 0.4095, 0.2880], [5.4784, -0.0943, 0.0345], [5.2092, -1.2967, 0.6253], [6.1108, -2.0977, 1.2327], [3.7047, -1.4008, 0.6209], [3.2155, -1.3563, 1.4877], [3.2800, -0.7370, -0.5127], [3.2815, -0.8823, -1.3752], [1.8420, -0.0905, -0.1804], [1.5533, 0.9790, 0.5505], [0.9442, -1.1863, -0.2696], [-0.5083, -1.0260, -0.0357], [-1.1168, -1.9857, -0.5453], [-2.6210, -2.0511, -0.1922], [-3.2584, -0.9922, 0.1381], [-2.6007, 0.2203, 0.7544], [-1.1164, 0.2548, 0.4855], [-0.5937, 1.0516, 0.8893], [-3.0011, 1.1378, 0.7873], [-4.9021, -0.9404, 0.3961], [-5.3242, -0.3660, 1.5535], [-5.4434, -2.1465, 0.2667], [-5.4847, -0.1502, -0.8676], [-5.6573, -0.7845, -1.6397], [-6.2338, 1.1647, -0.9021], [-5.9791, 1.7684, -1.7290], [-7.7222, 0.8060, -0.9846], [-8.3018, -0.3321, 0.0318], [-9.2425, -0.7216, -0.2917], [-8.4987, 0.9354, 1.2709], [-7.6168, 0.8125, 1.6761], [-8.8575, 2.0930, 0.8160], [-9.9421, 2.3554, 0.5971], [-8.6114, 2.0820, -0.7272], [-8.2224, 2.8263, 1.1632], [-9.5025, 0.4660, 2.0967], [-7.6671, -1.0344, 0.3243], [-7.9952, 0.2798, -2.0014], [-6.1553, 1.5226, 0.0684], [-3.0352, -3.0184, -0.5859], [-0.6428, -3.0674, -0.8547], [1.3718, -2.0444, -0.6703], [4.3242, 0.6570, -0.3840], [3.8201, 1.3653, 0.5073], [4.5027, 1.1302, -1.2738], [3.6156, -2.5887, 0.2497], [6.1894, 2.3338, 1.0225], [8.2188, 3.3800, 1.1813], [10.2511, 2.3143, 0.1871], [9.9745, 0.2430, -0.7156], [6.8394, -1.5482, -1.8076], [7.6058, -2.1868, -0.3002], [8.6591, -1.5211, -1.7159]]
}

---

#ii
{
  "formula": "C23H27N3O5S",
  "method": "ωB97M-V with the def2-TZVPD basis set",
  "gap_ev": 8.38,
  "smiles": "CCOc1ccc(N2C[C@H](C(=O)Nc3ccc(S(=O)(=O)N4CCCC4)cc3)CC2=O)cc1",
  "multiplicity": 1,
  "symbols": ["C", "C", "O", "C", "C", "C", "C", "N", "C", "C", "C", "O", "N", "C", "C", "C", "C", "S", "O", "O", "N", "C", "C", "C", "C", "C", "C", "C", "C", "O", "C", "C", "H", "H", "H", "H", "H", "H", "H", "H", "H", "H", "H", "H", "H", "H", "H", "H", "H", "H", "H", "H", "H", "H", "H", "H", "H", "H", "H"],
  "positions_angstrom": [[10.9568, -1.7949, -0.2538], [9.4391, -1.8300, -0.1659], [8.9819, -0.4937, -0.1065], [7.6459, -0.2562, -0.0348], [7.2626, 1.0862, 0.0014], [5.9362, 1.4441, 0.0803], [4.9427, 0.4651, 0.1192], [3.5837, 0.8124, 0.2134], [2.6011, -0.1508, 0.6727], [1.3539, 0.6827, 0.9813], [0.0654, -0.0772, 0.6793], [0.0441, -1.1385, 0.1029], [-1.0376, 0.6021, 1.1084], [-2.3847, 0.2541, 0.9882], [-2.8045, -0.9492, 0.4243], [-4.1568, -1.2310, 0.3444], [-5.0817, -0.3224, 0.8192], [-6.8348, -0.6552, 0.7102], [-7.4528, -0.3279, 1.9617], [-7.0216, -1.9817, 0.1880], [-7.2675, 0.5442, -0.3959], [-7.0519, 0.1298, -1.7693], [-8.3691, -0.5284, -2.1852], [-9.4243, 0.3116, -1.4542], [-8.6492, 0.9951, -0.3080], [-4.6783, 0.8744, 1.3812], [-3.3317, 1.1632, 1.4675], [1.5238, 1.8972, 0.0646], [3.0322, 1.9961, -0.1591], [3.5984, 2.9663, -0.6043], [5.3222, -0.8716, 0.0798], [6.6573, -1.2319, 0.0051], [11.2634, -1.2494, -1.1419], [11.3485, -2.8069, -0.3022], [11.3667, -1.2936, 0.6185], [9.0197, -2.3336, -1.0483], [9.1240, -2.3775, 0.7337], [8.0336, 1.8392, -0.0309], [5.6624, 2.4850, 0.0998], [2.3600, -0.8810, -0.1102], [2.9720, -0.6835, 1.5511], [1.3551, 0.9967, 2.0293], [-0.8766, 1.4931, 1.5588], [-2.0745, -1.6509, 0.0575], [-4.5086, -2.1596, -0.0767], [-6.8429, 1.0210, -2.3690], [-6.1996, -0.5463, -1.8138], [-8.3756, -1.5527, -1.8141], [-8.5089, -0.5355, -3.2642], [-10.2335, -0.3079, -1.0740], [-9.8502, 1.0627, -2.1195], [-8.6593, 2.0836, -0.4168], [-9.0258, 0.7392, 0.6814], [-5.4280, 1.5552, 1.7496], [-3.0049, 2.0943, 1.9084], [1.0547, 1.7299, -0.9082], [1.1394, 2.8300, 0.4739], [4.5812, -1.6548, 0.0960], [6.9069, -2.2808, -0.0244]]
}

---

Most stable one: #ii, least stable one: #i.

---

#i
{
  "formula": "C9H11BN2",
  "method": "ωB97M-V with the def2-TZVPD basis set",
  "gap_ev": 6.22,
  "multiplicity": 1,
  "symbols": ["B", "C", "C", "C", "C", "C", "C", "C", "C", "C", "N", "N", "H", "H", "H", "H", "H", "H", "H", "H", "H", "H", "H"],
  "positions_angstrom": [[-0.2100, 0.2964, 0.5714], [-1.5212, 2.6424, -2.7483], [1.3137, -2.3880, -2.3174], [0.0365, -2.6019, -1.8804], [2.0604, -1.3538, -1.8980], [-0.4134, -1.7052, -0.8810], [1.5794, -0.3603, -1.0478], [0.3460, -0.5649, -0.4307], [-1.0118, 2.3367, 1.6622], [-0.5007, 0.5244, 3.0431], [-1.1342, 1.8743, -1.9635], [-0.5913, 0.9553, 1.6472], [1.6196, -3.1329, -3.1119], [-0.5174, -3.4905, -2.0851], [2.8723, -1.0743, -2.5305], [-1.3604, -1.5875, -0.5344], [2.3337, 0.4090, -0.8479], [-0.3424, 2.8621, 2.4073], [-1.1020, 2.7191, 0.6086], [-2.0579, 2.5050, 2.2121], [0.0345, -0.4971, 2.9324], [0.0474, 1.2496, 3.6403], [-1.4809, 0.3820, 3.5524]]
}

---

#ii
{
  "formula": "C9H11BN2",
  "method": "ωB97M-V with the def2-TZVPD basis set",
  "gap_ev": 9.05,
  "multiplicity": 1,
  "symbols": ["B", "C", "C", "C", "C", "C", "C", "C", "C", "C", "N", "N", "H", "H", "H", "H", "H", "H", "H", "H", "H", "H", "H"],
  "positions_angstrom": [[-0.5732, 0.6129, -0.0024], [-1.3843, 3.2551, -2.1543], [3.7154, 0.7881, 0.0075], [3.1284, 0.1086, -1.0469], [2.9429, 1.2956, 1.0059], [1.7692, 0.0062, -1.0326], [1.5968, 1.2661, 1.0182], [0.9851, 0.5844, 0.0231], [-2.9873, 0.5649, 0.0031], [-1.7518, -1.2821, 0.9622], [-1.0073, 2.4678, -1.3478], [-1.7511, 0.0145, 0.2892], [4.7560, 0.7842, -0.0742], [3.8561, -0.3130, -1.7590], [3.4454, 1.8590, 1.8030], [1.2034, -0.4220, -1.9310], [1.0608, 1.8120, 1.8219], [-3.6280, 0.7796, 0.8389], [-2.9001, 1.5048, -0.6427], [-3.4490, -0.0352, -0.6192], [-0.6951, -1.5297, 1.0130], [-2.2873, -1.2515, 1.8651], [-2.3234, -1.9799, 0.4279]]
}

---

Most stable one: #ii, least stable one: #i.

---

#i
{
  "formula": "C15H24N8O2STi",
  "method": "ωB97M-V with the def2-TZVPD basis set",
  "gap_ev": [4.62, 6.94],
  "multiplicity": 3,
  "symbols": ["Ti", "N", "C", "S", "N", "N", "C", "C", "C", "C", "C", "C", "C", "O", "H", "H", "H", "H", "H", "H", "H", "C", "N", "C", "C", "N", "N", "C", "N", "N", "H", "H", "H", "H", "H", "H", "H", "H", "H", "H", "H", "C", "C", "C", "O", "H", "H", "H", "H", "H", "H"],
  "positions_angstrom": [[0.2949, 0.2247, 0.2549], [0.6652, -4.1427, 0.8386], [0.4348, -2.7951, 0.7635], [1.7773, -1.8291, 0.2817], [-0.7690, -2.3779, 1.0107], [-1.0367, -1.0550, 0.8414], [-2.3085, -0.7337, 0.9612], [-2.8709, 0.5512, 0.7330], [-4.2734, 0.6843, 0.7383], [-4.8940, 1.8783, 0.4600], [-4.1255, 3.0046, 0.1782], [-2.7477, 2.9264, 0.2056], [-2.0801, 1.7208, 0.4782], [-0.7711, 1.6930, 0.5361], [1.6324, -4.4083, 0.9111], [-0.0065, -4.6880, 1.3532], [-2.9948, -1.5491, 1.2036], [-4.8714, -0.1910, 0.9518], [-5.9722, 1.9413, 0.4499], [-4.6031, 3.9471, -0.0513], [-2.1496, 3.8088, 0.0127], [0.8402, 2.7805, 4.1258], [2.0760, 2.3202, 3.5334], [3.1587, 2.1808, 4.4869], [2.0009, 1.4694, 2.4307], [0.9994, 0.7043, 2.1148], [3.1208, 1.5307, 1.6213], [3.1802, 1.1742, 0.2978], [4.4714, 1.0685, -0.1988], [2.1191, 1.0566, -0.4283], [1.0590, 3.6938, 4.6837], [0.3899, 2.0588, 4.8188], [0.1297, 3.0144, 3.3335], [3.3697, 3.1545, 4.9337], [4.0581, 1.8171, 3.9977], [2.9027, 1.4798, 5.2919], [0.2760, 0.6966, 2.8344], [3.8961, 2.0786, 1.9672], [5.1873, 0.8829, 0.4891], [4.5567, 0.4824, -1.0181], [2.3411, 0.7236, -1.3681], [-0.0869, 2.2773, -2.4004], [-0.1732, 0.7797, -2.5199], [-0.2285, 0.2063, -3.9105], [-0.1235, 0.0135, -1.5070], [0.7905, 2.6425, -2.9390], [-0.0202, 2.5583, -1.3478], [-0.9704, 2.7499, -2.8340], [-0.8125, 0.8597, -4.5557], [-0.6688, -0.7886, -3.8966], [0.7794, 0.1348, -4.3286]]
}

---

#ii
{
  "formula": "C15H24N8O2STi",
  "method": "ωB97M-V with the def2-TZVPD basis set",
  "gap_ev": [5.10, 7.27],
  "multiplicity": 3,
  "symbols": ["Ti", "N", "C", "S", "N", "N", "C", "C", "C", "C", "C", "C", "C", "O", "H", "H", "H", "H", "H", "H", "H", "C", "N", "C", "C", "N", "N", "C", "N", "N", "H", "H", "H", "H", "H", "H", "H", "H", "H", "H", "H", "C", "C", "C", "O", "H", "H", "H", "H", "H", "H"],
  "positions_angstrom": [[-0.8662, 0.5880, -0.0797], [-2.0781, 4.8808, -0.7760], [-1.9095, 3.5854, -0.3649], [-1.4811, 2.4227, -1.6037], [-2.0477, 3.3537, 0.9011], [-1.8011, 2.0531, 1.2679], [-2.0514, 1.7622, 2.4895], [-1.9774, 0.4370, 3.0536], [-2.0276, 0.3134, 4.4495], [-2.0407, -0.9100, 5.0779], [-2.0364, -2.0669, 4.2950], [-2.0116, -1.9737, 2.9220], [-1.9644, -0.7335, 2.2588], [-1.9371, -0.7188, 0.9411], [-2.2809, 5.0154, -1.7505], [-2.5420, 5.4916, -0.1235], [-2.3761, 2.5706, 3.1455], [-2.0520, 1.2232, 5.0397], [-2.0652, -0.9729, 6.1574], [-2.0577, -3.0414, 4.7668], [-2.0128, -2.8628, 2.3027], [2.4334, -0.4131, -4.5701], [2.3942, -0.5032, -3.1117], [3.4615, 0.2491, -2.4727], [1.1571, -0.4506, -2.4844], [0.8493, 0.3096, -1.5152], [0.2692, -1.4030, -2.9798], [-1.0251, -1.6291, -2.5388], [-1.5917, -2.7213, -3.1708], [-1.5834, -0.9370, -1.6307], [3.3720, -0.8348, -4.9271], [2.3705, 0.6289, -4.9040], [1.6124, -0.9636, -5.0199], [4.4079, -0.0637, -2.9104], [3.4850, 0.0331, -1.4050], [3.3565, 1.3317, -2.6197], [1.5655, 0.9930, -1.2958], [0.7130, -2.2032, -3.4007], [-1.3887, -2.8230, -4.1529], [-2.5591, -2.8853, -2.9449], [-2.5367, -1.2237, -1.4368], [2.7979, 0.3464, 2.2066], [1.7211, -0.0779, 1.2593], [1.6391, -1.5280, 0.8569], [0.6560, 0.6918, 1.1449], [3.7444, -0.1487, 1.9841], [2.5233, 0.0928, 3.2431], [2.9408, 1.4272, 2.1612], [2.0399, -2.1742, 1.6451], [2.2019, -1.7535, -0.0593], [0.5896, -1.7840, 0.6794]]
}

---

Most stable one: #ii, least stable one: #i.